A 9-piece molecular cluster, C37H96N4O13 overall at a distorted geometry. Source: OMol25; level of theory: ωB97M-V/def2-TZVPD.

- LUMO: 0.0194 Ha
- HOMO-LUMO gap: 8.8715 eV
- SMILES: COCCNCCOC.COCCNCCOC.COCCNCCOC.COCCNCCOC.CC(C)O.CC(C)O.CC(C)O.CCO.CCO
- Energy above the lowest of the compared OMol25 structures with the same formula, charge and spin: 124.8 kJ/mol

Geometry as XYZ:
```
150
C37H96N4O13 (ωB97M-V/def2-TZVPD)
C -19.25505 -13.25297 3.44904
O -20.67806 -13.08511 3.51495
C -21.40339 -13.93888 2.64430
C -22.89475 -13.92094 3.05403
N -23.57416 -14.91132 2.20143
C -23.43976 -16.27216 2.71322
C -24.51676 -16.68485 3.75150
O -25.78133 -16.47143 3.23939
C -26.79072 -16.56889 4.18482
H -18.84991 -12.53209 4.15918
H -18.92815 -13.01059 2.43786
H -18.98809 -14.29764 3.60867
H -20.99058 -14.94765 2.65167
H -21.28176 -13.53571 1.63893
H -23.34503 -12.93268 2.96092
H -23.14240 -14.16048 4.08815
H -24.56141 -14.77498 2.03752
H -22.46215 -16.48699 3.14478
H -23.53811 -17.06174 1.96825
H -24.44007 -16.03391 4.62242
H -24.34344 -17.71454 4.06425
H -26.69974 -15.84297 4.99282
H -26.79454 -17.56240 4.63317
H -27.75978 -16.44023 3.70265
C -18.22956 -15.63102 8.42497
O -19.40951 -15.15397 9.06307
C -19.62687 -15.71903 10.32088
C -20.75244 -15.03307 11.12039
N -20.40043 -13.75208 11.81020
C -19.39244 -13.91729 12.86703
C -18.81295 -12.54934 13.18838
O -18.20013 -11.97615 11.97753
C -17.58384 -10.67657 12.14436
H -17.28111 -15.30101 8.84880
H -18.38790 -15.31938 7.39254
H -18.29901 -16.71339 8.31652
H -18.75946 -15.87034 10.96337
H -20.04211 -16.72120 10.21445
H -21.22100 -15.73736 11.80779
H -21.55686 -14.67780 10.47633
H -19.88941 -13.16930 11.16265
H -18.55084 -14.56087 12.61090
H -19.88090 -14.28710 13.76855
H -17.97809 -12.65912 13.88053
H -19.52856 -11.78244 13.48477
H -18.37061 -10.05098 12.56598
H -17.12817 -10.19701 11.27806
H -16.76703 -10.66538 12.86603
C -19.27672 -24.01696 9.22286
O -19.67385 -22.77255 8.60764
C -21.01612 -22.59177 8.20299
C -21.37828 -23.23667 6.90797
N -20.38033 -22.97673 5.82883
C -20.44595 -21.64479 5.25514
C -19.28435 -21.39763 4.23452
O -17.99036 -21.57163 4.77097
C -16.87231 -21.31524 3.91077
H -19.88196 -24.29821 10.08465
H -18.22204 -23.99280 9.49704
H -19.32751 -24.82421 8.49220
H -21.28308 -21.54142 8.08648
H -21.64750 -22.85040 9.05303
H -22.38646 -23.08454 6.52257
H -21.33372 -24.29482 7.16572
H -19.47982 -23.05418 6.27960
H -20.36163 -20.90636 6.05245
H -21.42272 -21.37865 4.85117
H -19.42758 -20.38496 3.85755
H -19.44681 -21.99593 3.33800
H -15.94383 -21.29864 4.48152
H -16.94639 -20.38969 3.33984
H -16.79768 -22.04371 3.10339
C -15.13293 -9.81811 1.23356
O -15.06539 -10.70073 2.35469
C -14.90794 -12.02743 1.89899
C -14.89225 -12.94106 3.17278
N -16.08176 -12.91506 3.98715
C -16.01400 -13.54181 5.30486
C -15.55736 -15.02187 5.29250
O -15.40617 -15.51463 6.64467
C -14.48454 -14.84289 7.45550
H -15.94124 -10.15778 0.58599
H -14.20360 -9.78435 0.66498
H -15.27509 -8.82096 1.65023
H -13.94442 -12.09419 1.39376
H -15.76336 -12.36897 1.31613
H -14.02173 -12.66638 3.76845
H -14.82448 -13.97809 2.84402
H -16.60514 -12.05720 3.88593
H -16.94200 -13.53310 5.87659
H -15.27962 -12.93791 5.83786
H -14.58439 -15.15332 4.81904
H -16.31317 -15.57748 4.73738
H -14.31566 -15.45265 8.34306
H -14.74455 -13.85251 7.82918
H -13.51797 -14.78608 6.95491
C -16.94803 -19.00172 9.95964
C -17.88039 -19.88080 9.19104
C -17.23468 -20.36932 7.81868
O -18.27499 -20.98299 9.94181
H -16.05926 -19.50748 10.33698
H -17.45644 -18.54479 10.80866
H -16.51491 -18.20122 9.35988
H -18.74815 -19.25086 8.99540
H -17.81413 -21.18316 7.38279
H -16.21665 -20.75774 7.84762
H -17.32161 -19.51034 7.15334
H -18.85020 -21.54966 9.42256
C -21.50529 -12.74316 8.05951
C -22.91373 -12.87983 7.50707
C -23.71555 -13.99612 8.13137
O -23.69519 -11.64262 7.66328
H -21.05859 -11.84686 7.62915
H -20.90470 -13.64303 7.92679
H -21.43565 -12.58582 9.13584
H -22.80480 -13.17572 6.46367
H -24.67196 -14.11813 7.62293
H -23.92499 -13.78927 9.18087
H -23.20069 -14.94616 7.98845
H -23.23058 -10.94267 7.19874
C -20.93902 -16.01953 5.86356
C -20.48258 -17.24676 5.06903
C -19.03606 -17.72034 5.33926
O -21.30006 -18.36740 5.37139
H -21.96248 -15.68472 5.69457
H -20.25829 -15.20083 5.63026
H -20.99707 -16.29250 6.91723
H -20.59406 -17.03362 4.00590
H -18.25643 -16.96400 5.24854
H -18.84162 -18.56729 4.68125
H -18.91604 -18.15053 6.33355
H -21.39085 -18.45538 6.32303
C -17.29042 -18.54872 0.96279
C -16.99084 -17.38631 1.90995
O -15.68522 -17.03963 1.53633
H -17.47126 -18.10075 -0.01431
H -18.16930 -19.13736 1.22578
H -16.55315 -19.35143 0.94868
H -17.06232 -17.76430 2.92981
H -17.72705 -16.58878 1.80977
H -15.16572 -17.82482 1.72393
C -24.20896 -17.67929 7.58742
C -23.32783 -18.25169 8.69196
O -22.50862 -19.31248 8.29536
H -24.79766 -18.47533 7.13151
H -23.60505 -17.23158 6.79816
H -24.94204 -16.96603 7.96418
H -23.94104 -18.56715 9.53609
H -22.66285 -17.48008 9.07994
H -22.97610 -20.15095 8.29141
```